ORCA calculation (ωB97M-V/def2-TZVPD) on a cluster of 11 separate species, C25H58F6N7O19S2 in total at a distorted geometry.

Geometry (Å):
C: 5.82829 -3.40384 6.94442
C: 5.15390 -2.15974 7.07059
O: 4.53985 -1.81711 6.07563
N: 5.30820 -1.44856 8.21727
H: 5.92626 -1.76098 8.90569
H: 4.55947 -1.84001 4.60929
C: 4.69183 -0.15129 8.61787
H: 5.89316 -3.55091 5.86161
H: 5.08969 -4.18597 7.16762
H: 6.86251 -3.49797 7.43911
H: 3.89183 -0.37530 9.35530
H: 4.25956 0.13504 7.66532
H: 5.37268 0.61906 9.02318
C: -0.21835 -7.20834 -3.43187
C: 0.09771 -7.95803 -2.19886
O: -0.12599 -9.08309 -1.88220
N: 0.92276 -7.18442 -1.15813
H: 0.82552 -6.15260 -1.25761
H: 0.59584 -7.42969 -0.19303
C: 2.38637 -7.61685 -1.10584
H: 0.75113 -6.92535 -3.85499
H: -0.85407 -6.34545 -3.28779
H: -0.81221 -7.93976 -4.02771
H: 2.28606 -8.65120 -1.17828
H: 2.82181 -7.22748 -0.13096
H: 3.04019 -7.18108 -1.89752
C: 6.94666 6.64851 -8.32347
C: 7.43103 7.23414 -7.01970
O: 8.40440 7.21276 -6.37599
N: 6.22123 8.16045 -6.37251
H: 6.57550 9.14167 -6.55877
H: 5.43720 7.90351 -6.94143
C: 6.01289 7.94047 -4.89821
H: 6.30386 5.81526 -7.97356
H: 7.74898 6.23956 -8.90670
H: 6.44800 7.35563 -8.97059
H: 6.77235 8.39579 -4.30893
H: 6.03025 6.84705 -4.89634
H: 4.98989 8.19927 -4.58486
C: 3.92852 -3.62089 1.98155
C: 3.63940 -2.36497 2.90962
O: 4.63839 -2.20384 3.71901
N: 2.42527 -1.80301 2.92147
H: -3.96622 -1.03460 3.63040
H: 1.88828 -2.27920 2.16197
C: 1.98313 -0.93367 4.06822
H: 5.02277 -3.45838 1.83777
H: 3.58574 -3.57734 0.91705
H: 3.80503 -4.44085 2.64576
H: 2.80056 -0.58542 4.78395
H: 1.04540 -1.17215 4.61912
H: 1.75568 -0.00724 3.61273
C: -3.13945 5.25961 1.70596
C: -2.82621 3.94565 2.41350
O: -2.21105 3.84886 3.42492
N: -3.40198 2.76273 1.80811
H: -4.20507 3.01195 1.22685
H: -2.44659 3.03722 0.39141
C: -3.44301 1.49058 2.51129
H: -2.81509 5.26341 0.65218
H: -2.78849 6.08321 2.34728
H: -4.24294 5.22414 1.73066
H: -3.32339 0.58401 1.93675
H: -4.39172 1.36220 3.09123
H: -2.71210 1.53850 3.28565
C: 0.74873 0.48102 -0.02405
C: 0.33686 0.47320 -1.50837
O: 0.70469 1.17059 -2.39009
N: -0.63386 -0.48117 -1.76891
H: -0.61817 -1.22318 -1.05073
H: -2.03904 -0.04064 -1.15186
C: -0.96544 -0.88742 -3.12673
H: 0.71887 -0.54915 0.39231
H: 0.14998 1.11830 0.61145
H: 1.75345 0.90422 0.00204
H: -0.91399 0.06188 -3.63528
H: -1.98214 -1.32264 -3.17141
H: -0.23353 -1.58753 -3.51244
C: -6.85635 1.72763 -4.18026
C: -6.18398 2.96732 -3.69237
O: -5.73145 3.84200 -4.36057
N: -6.01636 3.17712 -2.22561
H: -6.52439 2.41902 -1.75716
H: -4.93894 3.16906 -2.04041
C: -6.57085 4.47810 -1.79998
H: -7.96904 1.99716 -4.32671
H: -6.76011 0.86838 -3.54686
H: -6.38306 1.57932 -5.18706
H: -6.05596 5.28302 -2.38666
H: -6.29267 4.67135 -0.74044
H: -7.68932 4.50455 -1.87020
C: -1.46011 -3.91221 0.60021
F: -1.65804 -3.66634 1.86793
F: -2.15238 -4.99154 0.17824
F: -1.94893 -2.81093 -0.09034
S: 0.36973 -4.13703 0.24232
O: 0.17220 -4.49001 -1.18474
O: 0.82875 -2.79766 0.65069
O: 0.83089 -5.26172 0.94498
C: -4.79297 -1.46285 -1.37575
F: -6.06178 -1.47498 -1.86233
F: -4.78818 -1.97395 -0.16739
F: -3.94508 -2.31030 -2.16874
S: -4.25541 0.28887 -1.40139
O: -4.20547 0.69424 -2.79698
O: -5.17045 0.97941 -0.55114
O: -2.89779 0.30648 -0.62690
O: -1.79560 4.13474 -2.49789
C: -2.44435 3.70645 -1.40447
O: -3.61736 3.89457 -1.20662
O: -1.71665 3.16553 -0.43776
H: -0.84517 3.92011 -2.36672
O: -4.19753 -3.04007 4.49779
C: -3.06052 -2.35620 4.49404
O: -1.96428 -2.81177 4.59999
O: -3.28582 -1.07530 4.32143
H: -4.01273 -4.00274 4.63846

Values from the calculation:
Lowest unoccupied orbital energy = -5.7 eV
Total charge = +3
HOMO level = -15.0 eV